# C32H51N6O3S4SbSeSiTa

A structure of composition C32H51N6O3S4SbSeSiTa in a non-equilibrium geometry (ωB97M-V/def2-TZVPD, the Open Molecules 2025 dataset).

Each line ends with the Mulliken charge.
Element x y z (Å)
1 Ta 0.35157 -0.33195 0.83481  1.065
2 O -2.26254 6.39447 2.99991  -0.493
3 C -2.50528 5.27273 3.82411  -0.575
4 C -1.90648 4.06170 3.16803  0.190
5 C -2.02627 2.80628 3.74050  -1.317
6 C -1.44898 1.72656 3.10518  -0.389
7 N -0.78583 1.81997 1.94618  0.416
8 C -0.63958 3.02897 1.41912  -0.039
9 C -1.18671 4.16450 1.99185  -0.780
10 C 0.22862 3.09476 0.22952  0.273
11 C 0.53757 4.30048 -0.37219  -0.972
12 C 1.48338 4.35946 -1.38287  0.590
13 C 1.89262 5.68980 -1.97004  -0.919
14 O 0.89581 6.67989 -1.82150  -0.501
15 C 2.08183 3.17371 -1.77169  -1.293
16 C 1.68864 2.00228 -1.16681  -0.662
17 N 0.76601 1.94290 -0.19184  0.653
18 H -2.63912 7.17840 3.40738  0.326
19 H -3.57520 5.09816 3.97411  0.352
20 H -2.05249 5.38796 4.81275  0.349
21 H -2.56205 2.65616 4.67211  0.463
22 H -1.51846 0.74802 3.55166  0.608
23 H -1.05836 5.14544 1.55824  0.763
24 H 0.06978 5.22048 -0.05574  0.855
25 H 2.20680 5.56270 -3.00552  0.445
26 H 2.76264 6.03652 -1.41471  0.260
27 H 0.31356 6.67715 -2.58409  0.305
28 H 2.84855 3.15454 -2.54147  0.550
29 H 2.12299 1.06485 -1.46522  0.472
30 C 4.55211 -1.33757 -0.96461  -1.677
31 C 3.06891 -1.35055 -1.22493  0.345
32 O 2.31969 -0.54436 -0.65529  0.179
33 N 2.63482 -2.24330 -2.12266  0.156
34 C 1.25122 -2.44131 -2.58571  -0.990
35 C 0.64791 -1.26609 -3.32755  0.147
36 C 0.72533 -1.23768 -4.71828  -0.295
37 C 0.17342 -0.17818 -5.41832  -0.750
38 C -0.45393 0.82344 -4.70104  -0.949
39 C -0.50404 0.71453 -3.32387  -0.594
40 N 0.03094 -0.29984 -2.62908  0.944
41 H 4.77968 -0.55290 -0.24989  0.268
42 H 5.10540 -1.15761 -1.88987  0.458
43 H 4.87250 -2.30118 -0.55659  0.429
44 H 3.32858 -2.86059 -2.50895  0.326
45 H 0.60625 -2.70687 -1.76310  -0.066
46 H 1.29283 -3.29403 -3.25793  0.663
47 H 1.21760 -2.05062 -5.24274  0.517
48 H 0.22426 -0.14260 -6.50322  0.487
49 H -0.90095 1.67941 -5.19643  0.564
50 H -1.00860 1.47360 -2.74397  0.609
51 S -2.22358 -3.33570 -0.48456  -0.344
52 Sb -1.17123 -3.35651 1.61109  0.469
53 S -1.53608 -0.99760 2.10204  -0.415
54 S 1.09438 -2.62194 1.00291  -0.461
55 C -1.37288 -4.34409 -4.52847  -0.565
56 C -2.49681 -4.05065 -5.51966  -0.511
57 C -3.74461 -3.39247 -4.91291  -1.228
58 C -3.60256 -1.89719 -4.62051  0.370
59 N -3.00381 -1.63157 -3.28236  0.640
60 C -3.23556 -0.62882 -2.43917  -0.063
61 S -2.60586 -0.63566 -0.80194  -0.089
62 N -3.90188 0.47948 -2.76908  0.148
63 C -4.66843 0.84943 -3.96980  -1.222
64 C -6.11675 0.38966 -3.92151  -0.108
65 C -6.93186 0.95270 -5.08164  -0.620
66 C -6.52324 0.37383 -6.43897  -1.038
67 H -0.58199 -4.92898 -5.00579  0.436
68 H -1.74070 -4.92395 -3.67590  0.313
69 H -0.91187 -3.42521 -4.14124  -0.276
70 H -2.80540 -4.98789 -5.98614  0.361
71 H -2.11772 -3.40952 -6.32337  0.325
72 H -4.04845 -3.90918 -3.99213  0.361
73 H -4.56554 -3.50330 -5.62264  0.352
74 H -4.57851 -1.43562 -4.65476  -0.347
75 H -2.97917 -1.44073 -5.39459  0.275
76 H -2.45328 -2.37756 -2.89289  -0.481
77 H -4.04147 1.08214 -1.97748  0.303
78 H -4.15335 0.48587 -4.85139  0.228
79 H -4.64643 1.93799 -4.01798  0.510
80 H -6.55194 0.71101 -2.97040  0.383
81 H -6.16810 -0.70543 -3.93694  0.308
82 H -6.83788 2.04346 -5.09967  0.323
83 H -7.98265 0.73074 -4.89857  0.347
84 H -5.50007 0.65341 -6.71731  0.251
85 H -7.18064 0.74013 -7.22855  0.416
86 H -6.59066 -0.72063 -6.43440  0.240
87 C 4.36358 -1.78760 2.73867  -0.707
88 Si 3.28362 -0.90225 3.91890  0.345
89 C 3.98154 0.52187 4.82460  -1.065
90 C 2.08211 -1.98149 4.76023  -0.784
91 Se 1.96153 0.41252 2.39422  0.175
92 H 5.01246 -2.50768 3.25298  0.478
93 H 4.99278 -1.08488 2.18470  0.215
94 H 3.72961 -2.33340 2.03235  0.087
95 H 4.70125 0.20235 5.58760  0.382
96 H 3.17806 1.08053 5.30926  0.328
97 H 4.48470 1.18493 4.11835  0.322
98 H 2.59628 -2.60088 5.50926  0.398
99 H 1.61569 -2.64634 4.02765  0.159
100 H 1.30128 -1.40710 5.26854  0.309

As for the multiplicity: 2. As for the expectation value of S²: 0.755. For the relative energy (zero: lowest compared OMol25 entry of this formula, charge and spin), the calculation gives 2.252 eV. The value obtained for the HOMO energy (alpha / beta) is -12.08 / -12.74 eV. As for the charge: +2.


# C32H52F18N9O4P2

A cluster of 3 separate species, C32H52F18N9O4P2 in total in a non-equilibrium geometry (ωB97M-V/def2-TZVPD, the Open Molecules 2025 dataset).

Each line ends with the Mulliken charge.
Element x y z (Å)
1 N 4.82956 0.80057 0.37855  -0.384
2 C 3.98921 0.63491 1.60286  -0.066
3 N 4.44941 -0.30314 2.63515  -0.066
4 C 4.92831 -1.60683 2.02587  -0.462
5 C 4.73869 -2.78976 3.12375  -0.976
6 C 3.33063 -3.52417 2.93464  0.741
7 F 2.37366 -2.67240 2.27167  -0.247
8 F 2.79573 -3.70599 4.26800  -0.347
9 C 3.40998 -4.99945 2.30133  0.375
10 F 4.37945 -5.79506 3.01104  -0.275
11 F 2.14724 -5.62137 2.60509  -0.287
12 C 3.77916 -5.04520 0.74582  0.706
13 F 5.02935 -4.36833 0.48954  -0.322
14 F 2.80831 -4.30840 -0.02587  -0.276
15 C 3.93826 -6.51019 0.11341  0.448
16 F 3.05591 -7.48548 0.63065  -0.246
17 F 5.26440 -6.95086 0.47234  -0.293
18 C 3.88147 -6.56380 -1.49547  0.626
19 F 4.77876 -7.62300 -1.88095  -0.296
20 F 4.42421 -5.38923 -2.12085  -0.241
21 C 2.44958 -6.97752 -2.10302  0.596
22 F 1.34729 -6.32973 -1.46576  -0.263
23 F 2.20717 -8.38695 -1.95878  -0.287
24 C 2.30110 -6.68141 -3.69157  0.441
25 F 3.52469 -6.84787 -4.40592  -0.252
26 F 1.43251 -7.71177 -4.19982  -0.276
27 C 1.57774 -5.29270 -4.03861  0.690
28 F 2.14176 -4.16229 -3.39016  -0.201
29 F 1.79651 -5.07069 -5.44201  -0.264
30 F 0.15881 -5.33675 -3.89826  -0.224
31 N 2.85579 1.35728 1.69769  0.255
32 C 1.96679 1.19410 2.88775  -0.585
33 C 2.38656 2.06400 4.16861  -0.162
34 F 3.06989 1.26863 5.18313  -0.337
35 O 2.60096 2.17738 0.64170  0.105
36 C 2.19958 3.50636 1.10881  0.161
37 O 2.99517 4.30448 1.66453  -0.443
38 C 0.65754 3.90757 0.81436  0.573
39 C -0.43666 3.95965 1.92287  -0.253
40 C -1.88733 4.31353 1.50503  -0.295
41 C -2.25618 4.59677 0.00390  -0.422
42 C -1.12903 4.55925 -1.06916  -0.444
43 C 0.33458 4.21378 -0.70319  -0.274
44 H 4.52451 0.01403 -0.22696  0.274
45 H 5.81339 0.64669 0.64594  0.340
46 H 5.24787 0.17836 3.10340  0.291
47 H 4.36055 -1.79884 1.05407  0.383
48 H 6.06451 -1.49474 1.85141  0.233
49 H 4.77681 -2.36797 4.18684  0.445
50 H 5.61131 -3.51896 3.02046  0.371
51 H 0.87071 1.43268 2.61917  0.516
52 H 1.97098 0.08797 3.21861  0.167
53 H 1.40509 2.40144 4.68067  0.219
54 H 3.00927 2.97406 3.87393  0.258
55 H -0.15245 3.72813 3.00000  0.296
56 H -2.68230 4.32452 2.33562  0.225
57 H -3.33272 4.82169 -0.28520  0.361
58 H -1.39640 4.75231 -2.16790  0.298
59 H 1.11913 4.17808 -1.53120  0.343
60 O -5.16137 2.49120 1.94481  -0.891
61 P -5.86016 2.49372 3.32113  0.768
62 N -6.22682 0.81041 3.24613  0.149
63 C -6.87798 0.23705 2.07247  -0.980
64 C -5.05093 -0.01059 3.55223  -1.211
65 N -7.16389 3.48871 2.85672  0.270
66 C -8.51780 3.04533 2.59850  -1.073
67 C -6.84549 4.61072 1.97663  -0.873
68 N -6.62093 2.53121 4.94080  0.089
69 C -5.73648 3.18155 5.91389  -1.038
70 C -7.31948 1.42699 5.58924  -0.943
71 H -7.05834 -0.83303 2.22153  0.377
72 H -6.28630 0.35477 1.15866  0.270
73 H -7.86190 0.66745 1.90376  0.270
74 H -4.55381 0.35433 4.45849  0.321
75 H -4.31872 0.00987 2.73712  0.324
76 H -5.33761 -1.04870 3.74533  0.356
77 H -8.63295 2.66870 1.57629  0.389
78 H -9.22303 3.87326 2.72746  0.358
79 H -8.84519 2.27255 3.29400  0.232
80 H -6.77529 4.29271 0.93035  0.267
81 H -5.89318 5.06539 2.26202  0.246
82 H -7.60149 5.39833 2.04809  0.351
83 H -4.89101 2.53546 6.17367  0.328
84 H -6.27369 3.44849 6.82865  0.368
85 H -5.33725 4.11299 5.49793  0.320
86 H -6.63633 0.63829 5.92123  0.320
87 H -8.08027 0.98351 4.94651  0.268
88 H -7.85773 1.79304 6.47078  0.374
89 O -0.20597 1.84547 -3.99799  -0.880
90 P 1.20630 1.24663 -4.15868  0.790
91 N 1.41075 1.91268 -5.73528  0.130
92 C 0.39222 1.72788 -6.76476  -0.996
93 C 1.73609 3.34200 -5.67777  -1.213
94 N 0.70884 -0.38383 -4.17514  0.543
95 C 0.63128 -1.23442 -5.34472  -0.699
96 C -0.35107 -0.75068 -3.23792  -0.896
97 N 2.86022 0.58161 -4.28478  0.198
98 C 3.62987 0.93048 -3.09119  -1.100
99 C 3.72995 0.62726 -5.45531  -1.052
100 H 0.71182 2.19132 -7.70424  0.379
101 H -0.57467 2.16029 -6.48786  0.287
102 H 0.24409 0.67804 -7.00494  0.270
103 H 2.53441 3.52471 -4.94890  0.331
104 H 0.86921 3.94361 -5.38281  0.327
105 H 2.10310 3.69931 -6.64440  0.356
106 H -0.31091 -1.09485 -5.88553  0.353
107 H 0.69398 -2.28910 -5.05609  -0.112
108 H 1.45794 -1.07192 -6.03640  0.207
109 H -1.34068 -0.49255 -3.63009  0.275
110 H -0.21548 -0.23602 -2.28294  0.259
111 H -0.33487 -1.82314 -3.02024  0.234
112 H 3.90340 1.99117 -3.09309  0.313
113 H 4.54077 0.32820 -3.01041  0.461
114 H 3.03864 0.73394 -2.18928  0.248
115 H 4.11445 1.63367 -5.65076  0.351
116 H 3.23386 0.26138 -6.35435  0.314
117 H 4.59111 -0.03424 -5.30609  0.340

For the relative energy (zero: lowest compared OMol25 entry of this formula, charge and spin), the calculation gives 8.022 eV. The value obtained for the HOMO energy is -9.50 eV. As for the charge: +1.